# 1
Density functional theory data (the ωB97M-V functional and the def2-TZVPD basis) for a 11-piece molecular cluster, C56H78Cl2NO36PS2 overall.

XYZ file:
```
176
Properties=species:S:1:pos:R:3
C -5.472 -2.183 6.047
C -6.032 -0.720 5.846
C -7.476 -0.693 5.215
C -7.653 -1.608 3.947
C -6.485 -1.480 2.900
C -6.562 -0.148 2.043
C -6.202 -0.365 0.532
C -4.668 -0.676 0.307
C -3.825 0.613 -0.006
C -3.208 1.267 1.015
Cl -3.302 0.786 2.724
C -2.329 2.525 0.691
O -2.312 3.488 1.402
C -1.533 2.411 -0.657
C -2.217 1.725 -1.766
C -1.613 1.560 -3.092
C -2.362 0.847 -4.267
C -0.249 2.111 -3.254
C 0.419 1.941 -4.653
C 1.445 0.726 -4.762
C 0.986 -0.600 -4.058
N 1.224 -0.621 -2.587
C 0.442 2.794 -2.146
C 1.875 3.353 -2.430
C 3.032 2.318 -2.174
C 4.313 2.859 -2.960
C 4.965 3.945 -1.989
S 5.734 5.344 -2.877
O 5.196 5.499 -4.224
O 5.570 6.596 -2.140
Cl 7.777 5.001 -2.965
C -0.172 2.962 -0.810
P 0.673 3.774 0.631
O 2.359 3.718 0.503
O 0.343 2.972 2.070
S 0.174 5.632 0.674
C -3.639 1.141 -1.468
O -4.540 1.117 -2.266
H -4.957 -2.561 5.128
H -4.688 -2.129 6.850
H -6.266 -2.895 6.382
H -6.098 -0.198 6.843
H -5.328 -0.119 5.207
H -8.188 -1.062 6.009
H -7.741 0.387 5.026
H -7.799 -2.664 4.291
H -8.593 -1.294 3.415
H -5.468 -1.574 3.352
H -6.640 -2.324 2.162
H -7.648 0.168 2.067
H -5.994 0.685 2.527
H -6.421 0.597 -0.013
H -6.831 -1.201 0.135
H -4.207 -1.256 1.154
H -4.553 -1.318 -0.614
H -3.199 0.202 -3.920
H -1.678 0.205 -4.879
H -2.724 1.654 -4.966
H 0.993 2.857 -4.973
H -0.334 1.780 -5.472
H 2.468 1.045 -4.447
H 1.522 0.492 -5.865
H -0.070 -0.894 -4.262
H 1.626 -1.427 -4.496
H 0.789 -1.489 -2.249
H 2.226 -0.786 -2.426
H 1.964 4.288 -1.808
H 1.993 3.707 -3.492
H 2.781 1.268 -2.451
H 3.363 2.276 -1.097
H 5.074 2.033 -3.038
H 4.047 3.281 -3.958
H 4.162 4.374 -1.327
H 5.719 3.462 -1.321
H 2.664 2.837 0.808
H 0.972 2.234 2.186
O -6.044 -4.653 4.449
C -5.578 -5.596 5.007
O -4.791 -6.530 4.408
C -4.257 -7.355 5.437
C -5.250 -7.187 6.549
O -5.766 -5.879 6.323
H -4.176 -8.388 5.104
H -3.262 -6.988 5.705
H -6.071 -7.906 6.487
H -4.787 -7.261 7.533
O 5.880 1.350 -6.315
C 5.134 2.019 -6.958
O 5.203 2.171 -8.306
C 4.019 2.849 -8.720
C 3.595 3.571 -7.471
O 4.101 2.733 -6.434
H 4.228 3.528 -9.545
H 3.284 2.109 -9.046
H 4.053 4.559 -7.382
H 2.513 3.675 -7.394
O -1.485 -4.372 -1.939
C -2.165 -4.535 -0.972
O -3.284 -3.816 -0.692
C -3.928 -4.454 0.407
C -2.807 -5.195 1.074
O -1.918 -5.463 -0.010
H -4.390 -3.719 1.065
H -4.702 -5.122 0.022
H -2.286 -4.587 1.818
H -3.139 -6.120 1.545
O 13.818 1.931 -1.616
C 13.077 2.601 -2.263
O 13.145 2.737 -3.613
C 11.966 3.422 -4.031
C 11.553 4.161 -2.789
O 12.053 3.331 -1.745
H 12.180 4.090 -4.864
H 11.223 2.686 -4.348
H 12.021 5.146 -2.712
H 10.473 4.277 -2.710
O -0.357 -9.433 1.012
C -0.109 -9.156 -0.119
O 1.119 -8.777 -0.565
C 1.066 -8.756 -1.988
C -0.400 -8.571 -2.264
O -1.018 -9.177 -1.133
H 1.673 -7.945 -2.387
H 1.447 -9.707 -2.370
H -0.689 -7.517 -2.301
H -0.715 -9.057 -3.187
O 12.312 -0.572 4.449
C 12.563 -0.354 3.307
O 13.796 -0.020 2.839
C 13.734 -0.066 1.416
C 12.275 0.136 1.133
O 11.651 -0.404 2.296
H 14.355 0.712 0.975
H 14.094 -1.042 1.079
H 12.009 1.192 1.045
H 11.949 -0.388 0.236
O -7.389 -9.060 4.035
C -8.168 -8.364 3.459
O -8.143 -8.129 2.121
C -9.351 -7.450 1.787
C -9.748 -6.814 3.090
O -9.195 -7.704 4.056
H -9.180 -6.718 0.999
H -10.083 -8.183 1.437
H -9.304 -5.825 3.226
H -10.828 -6.736 3.206
O -2.268 -2.258 6.953
C -2.274 -2.917 7.943
O -3.248 -3.812 8.267
C -2.786 -4.552 9.393
C -1.782 -3.623 10.016
O -1.308 -2.874 8.901
H -3.609 -4.791 10.065
H -2.333 -5.484 9.041
H -2.236 -2.937 10.735
H -0.965 -4.154 10.502
O 1.693 9.188 -8.357
C 2.699 8.819 -7.843
O 3.296 9.434 -6.787
C 4.333 8.571 -6.326
C 4.647 7.743 -7.539
O 3.406 7.721 -8.238
H 5.190 9.146 -5.979
H 3.950 7.970 -5.497
H 5.405 8.205 -8.177
H 4.969 6.734 -7.283
O -4.383 10.207 3.946
C -3.821 9.464 3.206
O -2.963 8.487 3.603
C -2.683 7.678 2.462
C -2.962 8.609 1.316
O -3.953 9.482 1.852
H -1.651 7.330 2.476
H -3.350 6.812 2.471
H -2.086 9.198 1.032
H -3.337 8.088 0.436
```

For the lowest unoccupied orbital energy, the calculation gives -0.03555 Eh. The value obtained for the frontier orbital gap is 7.84 eV. As for the structure (SMILES): CCCCCCCCC1=C(Cl)C(=O)c2c(c(C)c(CCCN)c(CCCCS(=O)(=O)Cl)c2P(O)(O)=S)C1=O.O=C1OCCO1.O=C1OCCO1.O=C1OCCO1.O=C1OCCO1.O=C1OCCO1.O=C1OCCO1.O=C1OCCO1.O=C1OCCO1.O=C1OCCO1.O=C1OCCO1. Its total charge is 0. The electronic energy comes out at -7002.23386 hartree.

# 2
Density functional theory data (the ωB97M-V functional and the def2-TZVPD basis) for a 2-piece molecular cluster, C5H13N3O overall.

XYZ file:
```
22
Properties=species:S:1:pos:R:3
C 1.292 0.944 -1.029
C 0.738 -0.245 -0.260
N 0.967 -0.977 1.925
N 1.392 -1.487 -0.608
N 0.879 0.093 1.195
H 0.948 -0.839 2.927
H 0.706 -1.886 1.541
H 0.736 -2.238 -0.780
H 2.057 -1.414 -1.363
H 2.377 0.997 -0.902
H 0.872 1.879 -0.661
H 1.065 0.848 -2.091
C -1.090 0.950 1.407
C -1.597 0.353 -1.304
C -0.804 -0.439 -0.275
O -1.234 -1.540 0.131
H -1.402 -0.086 -2.288
H -1.070 0.549 2.417
H -2.133 0.923 1.098
H -0.697 1.962 1.338
H -1.346 1.411 -1.335
H -2.657 0.241 -1.081
```

For the lowest unoccupied orbital energy (spin up / spin down), the calculation gives 0.01190 / 0.01174 Eh. The value obtained for the frontier orbital gap (spin up / spin down) is 7.91 / 7.90 eV. Its total charge is 0. For the energy above the lowest of the compared OMol25 structures with the same formula, charge and spin, the calculation gives 4.959 eV. The electronic energy comes out at -437.67185 hartree.